(1)
Density functional theory data (wB97M-V/def2-TZVPD) for a 19-piece molecular cluster, C63H144N19O19 overall.

Calculated values
Energy above the lowest of the compared OMol25 structures with the same formula, charge and spin, eV: 0.0000
Charge: -1
Orbital gap, eV: 5.17
LUMO energy, eV: 1.0

Cartesian coordinates (Å):
C -0.682 1.068 2.048
C 0.651 0.982 1.286
C 1.158 -0.473 1.303
C 0.414 -1.351 0.338
C 0.593 -0.860 -1.100
C 0.056 0.605 -1.223
N 0.542 1.415 -0.106
O 0.226 2.781 -0.271
C -1.471 0.557 -1.325
C 0.603 1.113 -2.541
C 1.733 1.778 2.023
H -0.997 2.113 2.065
H -0.556 0.755 3.087
H -1.451 0.495 1.531
H 1.113 -0.922 2.302
H 2.239 -0.447 1.120
H -0.646 -1.444 0.588
H 0.807 -2.376 0.391
H -0.051 -1.508 -1.707
H 1.637 -0.913 -1.407
H -1.887 -0.098 -0.552
H -1.802 0.136 -2.282
H -1.947 1.533 -1.229
H 1.688 1.215 -2.457
H 0.195 2.073 -2.857
H 0.391 0.377 -3.323
H 1.455 2.805 2.256
H 2.602 1.850 1.364
H 2.057 1.251 2.923
C 0.311 5.173 3.185
C -1.134 5.120 2.763
O -2.034 5.588 3.457
N -1.415 4.465 1.611
C -2.762 4.369 1.115
H 0.366 5.942 3.952
H 0.977 5.418 2.355
H 0.699 4.255 3.627
H -0.650 3.938 1.183
H -3.018 5.184 0.436
H -3.445 4.206 1.946
H -2.860 3.492 0.469
C -0.418 6.488 -0.637
C -1.414 5.968 -1.649
O -2.218 6.701 -2.207
N -1.302 4.646 -1.898
C -2.156 3.945 -2.826
H 0.097 5.677 -0.127
H -0.968 7.153 0.024
H 0.366 7.031 -1.171
H -0.674 4.065 -1.347
H -1.606 3.236 -3.441
H -2.752 4.644 -3.405
H -2.876 3.309 -2.289
C -4.674 1.440 0.266
C -6.013 0.781 0.403
O -6.279 -0.234 -0.244
N -6.913 1.380 1.206
C -8.273 0.868 1.397
H -3.934 0.657 0.129
H -4.374 2.038 1.130
H -4.669 2.177 -0.539
H -6.666 2.275 1.590
H -8.259 -0.131 1.826
H -8.747 0.906 0.418
H -8.792 1.525 2.089
C -2.370 4.431 6.486
C -1.957 2.968 6.715
O -1.446 2.622 7.777
N -2.144 2.070 5.733
C -2.579 2.330 4.386
H -3.440 4.499 6.691
H -2.048 4.789 5.501
H -1.893 5.072 7.224
H -1.907 1.101 5.913
H -2.821 1.375 3.907
H -1.854 2.827 3.745
H -3.531 2.865 4.326
C 0.877 1.643 -6.104
C -0.585 1.882 -6.378
O -1.220 2.718 -5.756
N -1.199 1.059 -7.255
C -2.595 1.250 -7.644
H 1.475 1.430 -6.992
H 1.109 0.864 -5.378
H 1.268 2.573 -5.692
H -0.742 0.194 -7.484
H -3.266 1.310 -6.790
H -2.944 0.541 -8.390
H -2.570 2.203 -8.179
C -0.434 -4.509 -4.109
C -1.263 -5.726 -3.733
O -2.099 -6.171 -4.510
N -1.052 -6.271 -2.520
C -1.832 -7.399 -2.046
H -0.872 -4.116 -5.025
H 0.618 -4.707 -4.320
H -0.480 -3.745 -3.329
H -0.294 -5.888 -1.972
H -1.292 -8.336 -2.207
H -2.788 -7.522 -2.543
H -1.950 -7.225 -0.976
C 3.698 4.614 0.395
C 3.652 4.753 -1.118
O 4.387 5.561 -1.681
N 2.674 4.063 -1.717
C 2.267 4.216 -3.090
H 4.751 4.545 0.671
H 3.113 3.774 0.771
H 3.371 5.517 0.912
H 2.039 3.553 -1.103
H 1.236 4.570 -3.163
H 2.306 3.232 -3.569
H 2.898 4.856 -3.700
C 7.891 -1.991 2.554
C 6.380 -1.754 2.506
O 5.720 -2.383 1.691
N 5.899 -0.779 3.307
C 4.505 -0.376 3.238
H 8.114 -2.918 2.042
H 8.166 -2.093 3.610
H 8.395 -1.112 2.157
H 6.542 -0.310 3.919
H 3.938 -1.027 3.906
H 4.136 -0.481 2.219
H 4.424 0.674 3.512
C 2.902 -4.030 -0.918
C 2.411 -5.457 -0.962
O 1.266 -5.730 -0.600
N 3.244 -6.406 -1.420
C 2.993 -7.834 -1.383
H 2.955 -3.675 0.110
H 2.189 -3.394 -1.443
H 3.885 -3.919 -1.378
H 4.174 -6.163 -1.715
H 1.947 -8.119 -1.417
H 3.512 -8.225 -0.504
H 3.477 -8.360 -2.208
C 6.070 2.048 1.372
C 5.935 1.106 0.187
O 6.905 0.510 -0.249
N 4.678 0.917 -0.279
C 4.443 -0.097 -1.292
H 6.497 1.476 2.201
H 5.139 2.477 1.738
H 6.815 2.824 1.203
H 3.872 1.394 0.088
H 3.723 0.316 -2.000
H 4.034 -1.015 -0.861
H 5.341 -0.349 -1.848
C 2.703 -3.663 2.923
C 1.822 -4.075 4.084
O 2.082 -3.759 5.242
N 0.755 -4.844 3.815
C 0.281 -5.300 2.528
H 2.258 -2.919 2.265
H 2.947 -4.554 2.338
H 3.646 -3.313 3.336
H 0.183 -5.068 4.614
H 0.570 -4.704 1.669
H -0.812 -5.244 2.605
H 0.417 -6.372 2.364
C -1.690 -1.287 -5.124
C -2.526 -2.187 -5.964
O -3.665 -2.486 -5.646
N -1.975 -2.643 -7.113
C -2.640 -3.615 -7.958
H -0.624 -1.304 -5.367
H -1.762 -1.526 -4.062
H -2.037 -0.255 -5.196
H -1.024 -2.448 -7.368
H -2.728 -4.600 -7.497
H -2.122 -3.769 -8.904
H -3.635 -3.246 -8.204
C 4.161 4.133 4.793
C 2.852 4.386 5.505
O 2.367 5.521 5.492
N 2.187 3.342 5.992
C 0.853 3.445 6.559
H 4.771 5.028 4.801
H 3.806 3.930 3.777
H 4.663 3.244 5.178
H 2.623 2.429 5.956
H 0.266 4.205 6.046
H 0.928 3.675 7.620
H 0.291 2.523 6.412
C 1.261 -0.485 5.758
C 2.660 -0.383 6.338
O 3.183 0.729 6.422
N 3.295 -1.528 6.640
C 4.710 -1.677 6.913
H 1.132 -1.467 5.304
H 1.151 0.325 5.040
H 0.491 -0.367 6.521
H 2.830 -2.346 6.262
H 5.300 -1.850 6.008
H 4.819 -2.518 7.593
H 5.086 -0.748 7.339
C -4.632 0.985 -3.595
C -6.005 1.597 -3.762
O -6.276 2.258 -4.754
N -6.911 1.388 -2.775
C -8.235 1.973 -2.912
H -4.649 -0.097 -3.718
H -4.194 1.267 -2.638
H -4.005 1.449 -4.357
H -6.673 0.893 -1.926
H -8.678 2.081 -1.919
H -8.899 1.347 -3.505
H -8.167 2.987 -3.297
C 2.350 -2.086 -4.507
C 3.521 -1.579 -5.312
O 3.622 -0.402 -5.603
N 4.366 -2.541 -5.774
C 5.566 -2.184 -6.506
H 1.821 -1.276 -4.009
H 2.669 -2.856 -3.805
H 1.609 -2.492 -5.203
H 4.061 -3.496 -5.744
H 5.614 -1.116 -6.706
H 5.534 -2.686 -7.474
H 6.532 -2.395 -6.043
C -1.688 -1.809 3.501
C -2.815 -0.951 4.028
O -2.627 -0.202 4.980
N -3.987 -1.039 3.368
C -5.243 -0.403 3.691
H -2.015 -2.564 2.784
H -1.330 -2.381 4.364
H -0.825 -1.234 3.177
H -3.980 -1.632 2.546
H -5.867 -1.120 4.232
H -5.797 -0.116 2.799
H -5.086 0.460 4.336
C -2.413 -4.129 -0.242
C -3.663 -3.326 0.091
O -4.036 -3.090 1.236
N -4.320 -2.827 -0.969
C -4.023 -2.951 -2.382
H -1.729 -3.447 -0.748
H -2.699 -4.910 -0.946
H -2.002 -4.570 0.660
H -5.147 -2.272 -0.780
H -3.914 -2.001 -2.900
H -4.749 -3.588 -2.890
H -3.084 -3.482 -2.544

(2)
Density functional theory data (wB97M-V/def2-TZVPD) for C12H12MgN3S as an isolated structure.

Calculated values
Charge: -1
Orbital gap, eV: 7.06
LUMO energy, eV: 3.0

Cartesian coordinates (Å):
Mg 0.827 0.221 -1.005
S 3.015 -1.168 -0.841
C 2.545 -0.710 0.734
C 3.460 -0.627 1.811
C 3.010 -0.279 3.058
C 1.651 0.002 3.259
C 0.822 -0.052 2.163
N 1.244 -0.388 0.940
H 4.500 -0.837 1.611
H 3.698 -0.206 3.892
H 1.266 0.275 4.230
H -0.237 0.174 2.244
C -1.798 2.446 -1.178
C -2.104 0.980 -1.227
C -3.337 0.362 -1.225
C -3.096 -1.037 -1.285
C -1.728 -1.194 -1.315
C -0.909 -2.450 -1.373
N -1.111 0.033 -1.277
H -2.724 3.018 -1.103
H -1.262 2.774 -2.070
H -1.169 2.693 -0.320
H -4.297 0.857 -1.187
H -3.831 -1.830 -1.303
H -1.556 -3.327 -1.404
H -0.259 -2.537 -0.497
H -0.272 -2.469 -2.263
N 2.053 3.165 -1.618
C 1.598 2.113 -1.451

(3)
Density functional theory data (wB97M-V/def2-TZVPD) for C28H25N5O2Re as an isolated structure.

Calculated values
<S²>: 0.770
2S+1: 2
Energy above the lowest of the compared OMol25 structures with the same formula, charge and spin, eV: 1.9694
Charge: +4
Orbital gap (alpha / beta), eV: 4.59 / 4.97
LUMO energy (alpha / beta), eV: -15.4 / -15.0

Cartesian coordinates (Å):
Re 0.211 0.457 0.101
C 3.546 0.889 -2.686
O 3.211 2.191 -1.971
C 2.248 1.966 -1.199
N 1.782 0.715 -1.140
C 2.717 -0.152 -1.909
C 1.974 -1.193 -2.692
C 2.599 -1.880 -3.712
C 1.904 -2.881 -4.385
C 0.605 -3.216 -4.014
C -0.025 -2.523 -3.001
C 0.675 -1.525 -2.340
C 1.706 2.965 -0.260
C 2.176 4.231 0.007
C 1.660 4.901 1.124
C 0.757 4.252 1.972
C 0.336 2.987 1.623
N 0.753 2.388 0.496
C -0.448 2.019 2.403
N -0.665 0.828 1.863
C -1.433 -0.016 2.826
C -1.429 0.894 4.080
O -0.859 2.205 3.577
C -0.851 -1.413 2.992
C 0.040 -2.005 2.089
C 0.563 -3.279 2.261
C 0.171 -3.998 3.369
C -0.724 -3.445 4.277
C -1.240 -2.165 4.083
H 4.616 0.750 -2.623
H 3.241 1.011 -3.720
H 3.350 -0.663 -1.183
H 3.626 -1.658 -3.989
H 2.385 -3.412 -5.196
H 0.096 -4.037 -4.497
H -1.051 -2.760 -2.745
H 0.171 -0.970 -1.528
H 2.944 4.676 -0.619
H 2.007 5.901 1.364
H 0.410 4.711 2.893
H -2.449 -0.102 2.433
H -0.769 0.547 4.868
H -2.412 1.106 4.482
H 0.386 -1.475 1.162
H 1.258 -3.710 1.549
H 0.556 -4.997 3.518
H -1.023 -4.013 5.148
H -1.953 -1.764 4.798
N -1.918 2.623 -1.226
C -2.403 1.376 -1.159
C -3.748 1.104 -1.443
C -4.206 -0.182 -1.425
C -3.326 -1.261 -1.113
C -2.051 -0.977 -0.809
N -1.574 0.338 -0.782
H -2.534 3.358 -1.549
H -0.940 2.788 -1.374
H -4.395 1.930 -1.720
H -5.243 -0.386 -1.674
H -3.664 -2.289 -1.115
H -1.346 -1.762 -0.563

(4)
Density functional theory data (wB97M-V/def2-TZVPD) for C16H24BN9PtS2 as an isolated structure.

Calculated values
Energy above the lowest of the compared OMol25 structures with the same formula, charge and spin, eV: 0.0000
Orbital gap, eV: 6.77
LUMO energy, eV: -1.0

Cartesian coordinates (Å):
Pt 1.773 0.526 1.524
C 1.591 2.967 -1.761
N 0.354 2.888 -0.998
C -0.910 2.872 -1.530
C -1.769 2.744 -0.488
N -1.038 2.684 0.670
B -1.673 2.557 2.103
N -1.857 1.035 2.465
C -3.020 0.330 2.275
C -2.853 -0.919 2.769
N -1.565 -0.975 3.256
C -0.935 -2.125 3.880
C -0.973 0.221 3.055
S 0.657 0.582 3.518
C 0.259 2.769 0.346
S 1.635 2.789 1.415
H 1.331 3.010 -2.815
H 2.194 2.086 -1.562
H 2.149 3.857 -1.479
H -1.084 2.977 -2.586
H -2.843 2.723 -0.472
H -0.956 3.072 2.902
H -2.779 3.021 2.030
H -3.886 0.791 1.836
H -3.527 -1.753 2.842
H -1.628 -2.961 3.830
H -0.696 -1.909 4.918
H -0.013 -2.372 3.356
N 2.942 0.369 -0.122
C 3.910 0.100 -0.710
C 5.023 -0.176 -1.468
C 5.081 -1.405 -2.164
N 5.104 -2.417 -2.716
C 6.073 0.767 -1.531
N 6.921 1.547 -1.578
C -2.142 -1.864 -1.001
C -0.748 -1.732 -1.622
C -0.851 -1.012 -2.962
C -0.117 -3.107 -1.819
N 0.165 -0.906 -0.808
N 0.390 -1.350 0.522
H -2.796 -2.442 -1.654
H -2.592 -0.879 -0.852
H -2.117 -2.378 -0.038
H -1.487 -1.571 -3.649
H 0.137 -0.900 -3.409
H -1.288 -0.020 -2.832
H -0.685 -3.681 -2.551
H -0.108 -3.684 -0.891
H 0.908 -3.006 -2.176
H -0.199 0.040 -0.744
H 1.007 -2.154 0.484
H -0.468 -1.627 0.995

(5)
Density functional theory data (wB97M-V/def2-TZVPD) for a 4-piece molecular cluster, H8O4 overall.

Calculated values
<S²>: 0.750
2S+1: 2
Energy above the lowest of the compared OMol25 structures with the same formula, charge and spin, eV: 1.2199
Charge: -1
Orbital gap (alpha / beta), eV: 2.79 / 10.54
LUMO energy (alpha / beta), eV: 3.6 / 3.5

Cartesian coordinates (Å):
O -0.297 -0.765 -0.458
H 0.283 -1.407 -0.705
H -0.512 -0.095 -1.098
H 0.094 -0.232 1.542
O -0.559 0.209 1.983
H -1.465 0.073 1.812
O -0.239 -1.592 -4.299
H 0.536 -1.266 -3.871
H 0.149 -1.819 -5.185
O 0.902 2.264 3.753
H 0.750 3.008 3.300
H 0.358 1.621 3.226

(6)
Density functional theory data (wB97M-V/def2-TZVPD) for C49H29BN12O2Ti as an isolated structure.

Calculated values
Energy above the lowest of the compared OMol25 structures with the same formula, charge and spin, eV: 2.5510
Charge: -2
Orbital gap, eV: 5.15
LUMO energy, eV: 3.6

Cartesian coordinates (Å):
Ti 0.351 -0.551 0.631
C 4.980 -3.604 -2.664
C 3.987 -3.901 -3.642
C 2.714 -3.415 -3.528
C 2.390 -2.610 -2.413
C 1.190 -1.973 -2.021
N 1.449 -1.356 -0.832
C 2.760 -1.550 -0.427
N 3.398 -1.021 0.694
C 3.001 -0.130 1.540
C 3.829 0.443 2.626
C 5.111 0.151 3.054
C 5.622 0.886 4.117
C 4.871 1.893 4.724
C 3.589 2.193 4.279
C 3.081 1.452 3.230
C 1.775 1.548 2.511
N 0.912 2.488 2.729
C -0.201 2.738 1.926
N -1.289 2.056 1.808
C -1.921 2.499 0.527
N -2.467 1.466 -1.345
C -2.352 0.287 -2.061
N -1.108 -0.071 -2.326
C -1.064 -1.412 -2.651
N -0.049 -2.201 -2.627
C -2.484 -1.840 -2.891
C -3.040 -3.038 -3.277
C -4.432 -3.146 -3.273
C -5.232 -2.094 -2.845
C -4.673 -0.887 -2.420
C -3.299 -0.773 -2.473
C -1.394 3.886 0.325
C -1.784 4.929 -0.488
C -0.979 6.067 -0.524
C 0.194 6.141 0.219
C 0.580 5.089 1.049
C -0.243 3.983 1.107
N 1.783 0.536 1.594
C 3.379 -2.332 -1.420
C 4.691 -2.838 -1.569
H 5.980 -4.003 -2.790
H 4.252 -4.525 -4.489
H 1.955 -3.639 -4.268
H 5.682 -0.634 2.576
H 6.618 0.670 4.487
H 5.294 2.443 5.556
H 2.993 2.973 4.735
H -2.403 -3.870 -3.550
H -4.898 -4.076 -3.580
H -6.307 -2.218 -2.816
H -5.294 -0.087 -2.037
H -2.684 4.866 -1.089
H -1.270 6.907 -1.144
H 0.805 7.034 0.164
H 1.482 5.135 1.645
H 5.442 -2.619 -0.819
O -6.420 0.637 1.160
C -5.688 1.484 0.613
O -6.010 2.579 0.085
C -4.197 1.139 0.513
C -3.307 2.093 -0.151
C -1.318 1.493 -0.476
N -1.237 0.204 0.202
C -2.390 -0.563 0.519
C -3.711 -0.076 0.799
C -2.128 -1.939 0.517
C -3.098 -2.983 0.612
C -2.709 -4.274 0.442
C -1.352 -4.589 0.190
C -0.459 -3.560 0.155
N -0.818 -2.275 0.325
C -0.044 1.866 -1.144
C 0.050 2.864 -2.115
C 1.293 3.161 -2.616
C 2.404 2.464 -2.138
C 2.209 1.481 -1.197
N 0.993 1.189 -0.717
H -3.879 2.944 -0.509
H -4.425 -0.779 1.208
H -4.137 -2.737 0.773
H -3.449 -5.065 0.485
H -1.020 -5.606 0.041
H 0.599 -3.732 -0.015
H -0.845 3.353 -2.466
H 1.407 3.923 -3.378
H 3.401 2.667 -2.504
H 3.036 0.895 -0.820
B 0.360 -2.283 5.181
C 0.268 -1.740 3.700
N 0.205 -1.358 2.610
H -0.547 -1.780 5.808
H 1.443 -1.952 5.620
H 0.249 -3.491 5.128

Number 1: strongest force on any atom 1.90 eV Å⁻¹. Number 2: strongest force on any atom 0.63 eV Å⁻¹. Number 3: strongest force on any atom 1.43 eV Å⁻¹. Number 4: strongest force on any atom 1.23 eV Å⁻¹. Number 5: strongest force on any atom 5.62 eV Å⁻¹. Number 6: strongest force on any atom 0.46 eV Å⁻¹.